Entry 1:
{
  "formula": "C28H28ClN4ORuS",
  "method": "the ωB97M-V functional and the def2-TZVPD basis",
  "species": ["Ru", "N", "C", "C", "C", "C", "C", "C", "C", "C", "C", "C", "C", "C", "H", "H", "H", "H", "H", "H", "H", "H", "H", "H", "Cl", "C", "C", "C", "C", "N", "C", "H", "H", "H", "H", "C", "C", "C", "N", "C", "S", "N", "C", "O", "C", "C", "C", "C", "C", "C", "H", "H", "H", "H", "H", "H", "H", "H", "H", "H", "H", "H", "H", "H"],
  "coordinates": [[-0.556, -1.550, 1.443], [-2.039, -2.973, 0.885], [-2.817, -2.775, -0.317], [-3.038, -3.859, -1.146], [-3.911, -3.741, -2.216], [-4.535, -2.524, -2.468], [-4.273, -1.431, -1.664], [-3.408, -1.533, -0.568], [-3.073, -0.355, 0.227], [-3.943, 0.729, 0.379], [-3.589, 1.852, 1.120], [-2.325, 1.983, 1.736], [-1.446, 0.952, 1.577], [-1.813, -0.206, 0.865], [-1.642, -3.911, 0.884], [-2.643, -2.902, 1.707], [-2.562, -4.812, -0.939], [-4.127, -4.605, -2.829], [-5.212, -2.427, -3.306], [-4.710, -0.473, -1.913], [-4.934, 0.671, -0.052], [-4.313, 2.649, 1.242], [-2.068, 2.861, 2.313], [-0.450, 1.022, 2.017], [-2.048, -1.072, 6.764], [-0.873, -1.658, 5.683], [0.320, -2.214, 6.136], [1.227, -2.711, 5.214], [0.943, -2.632, 3.866], [-0.196, -2.066, 3.437], [-1.093, -1.583, 4.323], [0.526, -2.250, 7.198], [2.156, -3.160, 5.539], [1.614, -3.037, 3.119], [-2.001, -1.133, 3.943], [3.297, -0.440, -3.993], [1.874, 0.092, -4.126], [1.014, -0.185, -2.902], [1.543, 0.551, -1.731], [1.605, 0.167, -0.493], [1.184, -1.506, -0.065], [2.029, 0.959, 0.505], [1.971, 2.441, 0.599], [1.366, 2.842, 1.551], [2.642, 3.225, -0.434], [3.692, 2.705, -1.204], [4.359, 3.523, -2.093], [3.990, 4.859, -2.220], [2.950, 5.380, -1.455], [2.292, 4.575, -0.547], [3.855, -0.266, -4.912], [3.299, -1.517, -3.814], [3.842, 0.044, -3.178], [1.376, -0.378, -4.975], [1.880, 1.167, -4.332], [1.004, -1.248, -2.673], [-0.012, 0.142, -3.077], [1.880, 1.496, -1.924], [2.011, 0.543, 1.425], [4.033, 1.684, -1.065], [5.176, 3.130, -2.683], [4.518, 5.497, -2.917], [2.661, 6.417, -1.562], [1.520, 4.976, 0.096]],
  "de_lowest_kj_mol": 6.4,
  "charge": 3,
  "e_lumo_ev": [-11.77, -11.77],
  "spin_multiplicity": 1
}

---

Entry 2:
{
  "formula": "C28H28FIrN5OS",
  "method": "the ωB97M-V functional and the def2-TZVPD basis",
  "species": ["Ir", "C", "C", "C", "C", "C", "N", "C", "C", "C", "C", "C", "C", "C", "N", "C", "C", "C", "N", "C", "C", "N", "C", "C", "C", "N", "H", "H", "H", "H", "H", "H", "H", "H", "H", "H", "H", "H", "H", "H", "H", "H", "H", "H", "C", "C", "C", "C", "C", "C", "C", "S", "C", "O", "H", "H", "H", "H", "H", "H", "H", "H", "H", "H", "F"],
  "coordinates": [[0.187, -0.740, 1.358], [-4.155, 4.312, -1.423], [-3.038, 3.473, -0.863], [-1.701, 3.845, -1.010], [-0.683, 3.092, -0.467], [-0.928, 1.922, 0.270], [0.141, 1.233, 0.832], [1.181, 2.004, 1.378], [0.892, 3.175, 2.092], [1.875, 3.924, 2.699], [3.216, 3.544, 2.634], [4.299, 4.349, 3.300], [3.506, 2.379, 1.953], [2.509, 1.633, 1.327], [2.906, 0.491, 0.598], [4.069, 0.332, -0.054], [4.149, -0.982, -0.459], [2.968, -1.562, -0.011], [2.204, -0.656, 0.607], [-2.261, 1.531, 0.363], [-3.286, 2.291, -0.197], [-2.623, 0.387, 1.119], [-3.733, 0.219, 1.848], [-3.728, -1.069, 2.352], [-2.556, -1.627, 1.873], [-1.889, -0.739, 1.109], [-3.839, 5.348, -1.535], [-5.032, 4.283, -0.778], [-4.460, 3.955, -2.409], [-1.456, 4.740, -1.569], [0.344, 3.397, -0.613], [-0.145, 3.469, 2.188], [1.601, 4.810, 3.259], [3.981, 5.380, 3.445], [5.215, 4.344, 2.710], [4.537, 3.937, 4.282], [4.529, 2.024, 1.917], [4.746, 1.154, -0.201], [4.951, -1.459, -0.994], [2.649, -2.582, -0.107], [-4.308, 1.937, -0.121], [-4.436, 1.022, 1.985], [-4.467, -1.533, 2.981], [-2.138, -2.605, 2.038], [-0.997, -3.120, -5.295], [-0.535, -3.330, -3.880], [0.767, -3.733, -3.603], [1.178, -3.971, -2.299], [0.272, -3.804, -1.265], [-1.031, -3.389, -1.513], [-1.428, -3.160, -2.817], [0.798, -4.067, 0.416], [-0.139, -5.546, 0.775], [0.082, -2.996, 1.221], [-0.157, -3.059, -5.984], [-1.590, -2.210, -5.382], [-1.632, -3.952, -5.605], [1.468, -3.872, -4.416], [2.191, -4.300, -2.094], [-1.725, -3.247, -0.693], [-2.450, -2.865, -3.021], [-1.185, -5.388, 0.520], [-0.027, -5.752, 1.838], [0.292, -6.353, 0.184], [0.050, -0.269, 3.204]],
  "de_lowest_kj_mol": 149.9,
  "charge": 1,
  "e_lumo_ev": -3.32,
  "spin_multiplicity": 1
}

---

Entry 3:
{
  "formula": "C28H28FeN5O2P",
  "method": "the ωB97M-V functional and the def2-TZVPD basis",
  "species": ["Fe", "O", "C", "O", "C", "C", "C", "C", "C", "C", "C", "C", "C", "N", "H", "H", "H", "H", "H", "H", "N", "C", "C", "C", "C", "C", "C", "C", "C", "C", "C", "C", "C", "H", "H", "H", "H", "H", "H", "H", "H", "H", "H", "C", "N", "C", "N", "C", "N", "C", "P", "C", "C", "H", "H", "H", "H", "H", "H", "H", "H", "H", "H", "H", "H"],
  "coordinates": [[0.014, 0.958, 0.665], [0.732, -4.123, 1.494], [0.875, -2.978, 1.526], [0.083, -0.801, 1.954], [2.323, -1.025, 1.058], [4.588, -0.529, 1.695], [4.950, -0.319, 0.351], [4.182, 0.184, -0.679], [4.860, 0.524, -1.906], [4.319, 1.364, -2.808], [3.070, 2.005, -2.517], [2.376, 1.696, -1.402], [2.819, 0.661, -0.504], [1.965, 0.215, 0.389], [5.388, -0.576, 2.426], [6.008, -0.395, 0.122], [5.851, 0.121, -2.071], [4.854, 1.604, -3.717], [2.680, 2.750, -3.199], [1.440, 2.184, -1.160], [-1.790, 1.280, 2.048], [-2.472, 0.172, 2.660], [-3.848, 0.060, 2.561], [-4.517, -0.964, 3.217], [-3.815, -1.859, 4.010], [-2.434, -1.764, 4.088], [-1.751, -0.773, 3.390], [-0.279, -0.804, 3.287], [0.575, -0.875, 4.306], [2.027, -0.836, 4.404], [3.082, -0.713, 3.574], [3.314, -0.716, 2.143], [1.081, -1.673, 1.547], [-2.467, 1.932, 1.668], [-1.249, 1.779, 2.751], [-4.408, 0.785, 1.980], [-5.590, -1.052, 3.118], [-4.336, -2.643, 4.543], [-1.868, -2.484, 4.666], [0.072, -0.878, 5.266], [2.342, -0.825, 5.442], [4.008, -0.578, 4.123], [2.813, -1.703, 0.348], [-1.071, 0.747, -4.468], [-1.295, -0.558, -3.853], [-2.734, -0.756, -3.677], [-3.370, 0.307, -2.897], [-3.095, 1.588, -3.542], [-1.669, 1.846, -3.714], [-1.001, 2.025, -2.432], [-1.100, 0.522, -1.311], [-0.570, -0.716, -2.598], [-2.940, 0.283, -1.504], [-1.513, 0.736, -5.465], [0.004, 0.917, -4.562], [-2.907, -1.715, -3.185], [-3.198, -0.776, -4.664], [-3.538, 2.391, -2.949], [-3.564, 1.581, -4.527], [-1.442, 2.876, -1.907], [0.051, 2.249, -2.619], [-0.739, -1.724, -2.211], [0.503, -0.599, -2.767], [-3.457, 1.069, -0.946], [-3.220, -0.676, -1.060]],
  "de_lowest_kj_mol": 567.9,
  "charge": 1,
  "e_lumo_ev": [-4.15, -4.15],
  "spin_multiplicity": 2
}

---

Entry 4:
{
  "formula": "C28H28FeN6O10",
  "method": "the ωB97M-V functional and the def2-TZVPD basis",
  "species": ["Fe", "C", "O", "C", "C", "C", "C", "C", "C", "N", "N", "C", "O", "C", "C", "C", "C", "C", "C", "C", "O", "H", "H", "H", "H", "H", "H", "H", "H", "H", "H", "H", "H", "O", "C", "O", "C", "C", "C", "C", "C", "C", "O", "N", "O", "O", "N", "O", "O", "H", "H", "C", "C", "N", "C", "C", "C", "C", "N", "H", "H", "H", "H", "H", "H", "H", "H", "H", "H", "H", "H", "H", "H"],
  "coordinates": [[0.366, -1.235, 0.189], [3.511, -3.642, -0.952], [3.439, -3.490, -2.380], [2.246, -3.320, -2.998], [2.159, -3.776, -4.300], [0.987, -3.636, -5.048], [-0.116, -3.045, -4.476], [-0.061, -2.564, -3.161], [-1.250, -1.954, -2.591], [-1.295, -1.526, -1.391], [-2.505, -0.988, -0.981], [-2.413, -0.777, 0.307], [-1.394, -1.086, 1.029], [-3.571, -0.142, 1.002], [-3.547, -0.014, 2.385], [-4.605, 0.593, 3.048], [-5.687, 1.081, 2.331], [-5.711, 0.957, 0.946], [-4.658, 0.348, 0.284], [1.137, -2.650, -2.411], [1.254, -2.139, -1.220], [4.430, -4.195, -0.771], [3.553, -2.679, -0.455], [2.660, -4.199, -0.565], [3.035, -4.255, -4.721], [0.952, -4.000, -6.067], [-1.043, -2.947, -5.030], [-2.145, -1.872, -3.214], [-2.687, -0.388, 2.924], [-4.580, 0.691, 4.126], [-6.509, 1.562, 2.847], [-6.554, 1.340, 0.383], [-4.659, 0.242, -0.793], [2.587, -3.738, 2.383], [1.911, -2.732, 2.234], [0.930, -2.624, 1.398], [2.132, -1.530, 3.113], [2.653, -1.715, 4.366], [2.788, -0.627, 5.230], [2.392, 0.635, 4.857], [1.871, 0.824, 3.589], [1.776, -0.229, 2.632], [1.463, -0.028, 1.408], [1.414, 2.179, 3.284], [1.777, 3.085, 4.017], [0.658, 2.344, 2.343], [3.340, -0.827, 6.567], [3.404, 0.136, 7.313], [3.628, -1.964, 6.896], [2.949, -2.707, 4.674], [2.477, 1.469, 5.537], [-2.005, 3.227, -0.038], [-0.579, 3.498, -0.496], [-0.235, 2.777, -1.717], [-0.343, 3.531, -2.956], [0.899, 4.359, -3.265], [0.151, 1.474, -1.672], [0.541, 0.817, -2.965], [0.229, 0.789, -0.586], [-2.212, 3.751, 0.896], [-2.160, 2.162, 0.133], [-2.729, 3.555, -0.787], [0.127, 3.245, 0.292], [-0.431, 4.560, -0.700], [-1.212, 4.186, -2.858], [-0.566, 2.856, -3.780], [1.127, 5.036, -2.441], [0.751, 4.958, -4.166], [1.767, 3.717, -3.418], [-0.329, 0.651, -3.603], [0.999, -0.140, -2.745], [1.256, 1.430, -3.514], [0.066, 1.314, 0.269]],
  "de_lowest_kj_mol": 31.1,
  "charge": -1,
  "e_lumo_ev": [2.09, 2.01],
  "spin_multiplicity": 6
}

---

Entry 5:
{
  "formula": "C28H28HfN4O",
  "method": "the ωB97M-V functional and the def2-TZVPD basis",
  "species": ["Hf", "C", "C", "C", "C", "C", "C", "H", "H", "H", "H", "H", "H", "C", "C", "N", "C", "C", "C", "C", "C", "C", "C", "C", "C", "N", "C", "H", "H", "H", "H", "H", "H", "H", "H", "C", "C", "N", "C", "C", "C", "O", "C", "C", "C", "C", "N", "C", "H", "H", "H", "H", "H", "H", "H", "H", "H", "H", "H", "H", "H", "H"],
  "coordinates": [[4.630, -7.484, 15.210], [1.951, -4.921, 16.131], [2.658, -4.254, 15.116], [4.027, -4.474, 14.994], [4.697, -5.329, 15.969], [3.957, -6.102, 16.939], [2.550, -5.909, 16.956], [0.886, -4.798, 16.089], [2.102, -3.578, 14.447], [4.629, -3.927, 14.270], [5.754, -5.096, 16.155], [4.482, -6.418, 17.880], [1.982, -6.506, 17.664], [6.813, -5.733, 11.982], [6.581, -6.664, 13.016], [5.394, -7.326, 13.213], [4.305, -6.962, 12.350], [4.531, -6.044, 11.272], [5.779, -5.439, 11.111], [3.266, -5.759, 10.567], [2.054, -6.153, 10.972], [1.832, -6.792, 12.327], [0.609, -7.096, 12.963], [0.590, -7.996, 14.042], [1.827, -8.384, 14.596], [3.045, -8.123, 13.992], [3.040, -7.331, 12.847], [7.798, -5.234, 11.856], [7.342, -6.860, 13.819], [6.018, -4.827, 10.271], [3.284, -5.202, 9.673], [1.168, -5.942, 10.338], [-0.277, -6.616, 12.594], [-0.332, -8.220, 14.548], [1.942, -8.924, 15.521], [3.996, -11.859, 20.461], [3.515, -13.057, 19.548], [3.393, -12.617, 18.077], [2.197, -13.268, 17.467], [2.489, -14.685, 16.862], [4.596, -12.949, 17.373], [5.139, -14.040, 17.332], [5.217, -11.684, 16.733], [6.410, -11.853, 15.950], [7.118, -10.708, 15.718], [6.579, -9.439, 15.977], [5.253, -9.291, 16.280], [4.649, -10.435, 16.798], [4.413, -12.290, 21.399], [3.173, -11.181, 20.701], [4.738, -11.295, 19.866], [2.587, -13.443, 19.831], [4.207, -13.928, 19.629], [1.945, -12.587, 16.692], [1.498, -13.276, 18.268], [1.600, -15.006, 16.267], [2.717, -15.391, 17.670], [3.365, -14.761, 16.184], [6.841, -12.810, 15.633], [8.140, -10.776, 15.273], [7.172, -8.553, 16.112], [3.726, -10.269, 17.306]],
  "de_lowest_kj_mol": 268.0,
  "charge": 4,
  "e_lumo_ev": -14.89,
  "spin_multiplicity": 1
}

---

Entry 6:
{
  "formula": "C28H28I2N7PdSe",
  "method": "the ωB97M-V functional and the def2-TZVPD basis",
  "species": ["Pd", "C", "C", "C", "C", "C", "C", "N", "N", "C", "C", "C", "C", "C", "N", "H", "H", "H", "H", "H", "H", "H", "H", "H", "C", "N", "C", "C", "C", "C", "C", "N", "C", "C", "C", "C", "C", "C", "H", "H", "H", "H", "H", "H", "H", "H", "H", "H", "H", "C", "N", "C", "C", "N", "C", "C", "Se", "H", "H", "H", "H", "H", "H", "H", "H", "I", "I"],
  "coordinates": [[-0.225, -1.185, 0.297], [-2.425, -2.484, 5.464], [-1.251, -1.783, 5.737], [-0.374, -1.471, 4.719], [-0.701, -1.844, 3.411], [-1.863, -2.556, 3.133], [-2.724, -2.879, 4.167], [0.210, -1.590, 2.348], [1.404, -1.522, 2.669], [2.329, -1.297, 1.652], [3.667, -1.423, 1.972], [4.609, -1.223, 0.972], [4.164, -0.858, -0.287], [2.802, -0.736, -0.525], [1.883, -0.974, 0.418], [-3.101, -2.729, 6.272], [-1.021, -1.487, 6.751], [0.541, -0.934, 4.924], [-2.053, -2.907, 2.131], [-3.621, -3.448, 3.964], [3.938, -1.681, 2.986], [5.665, -1.334, 1.179], [4.855, -0.661, -1.095], [2.453, -0.395, -1.486], [0.520, -1.303, -2.789], [-0.496, -1.226, -1.729], [-1.751, -1.301, -2.082], [-2.720, -1.254, -1.091], [-4.116, -1.224, -1.054], [-4.466, -1.044, 0.280], [-3.286, -0.976, 1.018], [-2.229, -1.138, 0.197], [0.838, 0.003, -3.473], [0.947, 0.016, -4.859], [1.271, 1.185, -5.533], [1.484, 2.357, -4.824], [1.363, 2.356, -3.441], [1.036, 1.188, -2.767], [0.150, -2.011, -3.533], [1.407, -1.779, -2.370], [-2.001, -1.397, -3.135], [-4.777, -1.306, -1.902], [-5.459, -0.961, 0.689], [-3.180, -0.791, 2.073], [0.788, -0.897, -5.422], [1.358, 1.178, -6.611], [1.738, 3.269, -5.347], [1.531, 3.274, -2.894], [0.917, 1.202, -1.686], [-2.282, 3.074, -0.895], [-0.885, 3.336, -0.518], [-0.161, 4.400, -0.942], [1.084, 4.294, -0.382], [1.092, 3.165, 0.371], [2.221, 2.718, 1.190], [-0.123, 2.576, 0.300], [-0.762, 1.127, 1.274], [-2.657, 3.950, -1.414], [-2.876, 2.898, -0.003], [-2.322, 2.208, -1.553], [-0.570, 5.158, -1.588], [1.938, 4.946, -0.456], [2.869, 3.571, 1.371], [2.776, 1.946, 0.660], [1.849, 2.339, 2.137], [0.231, -4.036, -0.118], [-1.450, -5.689, 1.078]],
  "charge": 3,
  "e_lumo_ev": [-11.70, -11.70],
  "spin_multiplicity": 1
}

---

Entry 7:
{
  "formula": "C28H28N2PbSi",
  "method": "the ωB97M-V functional and the def2-TZVPD basis",
  "species": ["C", "C", "C", "H", "C", "C", "H", "H", "H", "H", "Pb", "C", "H", "H", "H", "Si", "C", "C", "H", "C", "H", "C", "H", "C", "H", "C", "H", "C", "C", "H", "C", "H", "C", "H", "C", "H", "C", "H", "H", "H", "C", "C", "C", "C", "N", "C", "C", "C", "C", "C", "C", "N", "H", "H", "H", "H", "H", "H", "H", "H"],
  "coordinates": [[1.118, 2.584, 1.420], [0.180, 2.706, 0.371], [-1.112, 2.523, 0.914], [0.396, 2.899, -0.665], [-0.971, 2.292, 2.303], [0.405, 2.328, 2.619], [0.837, 2.188, 3.596], [2.188, 2.667, 1.327], [-2.031, 2.535, 0.353], [-1.773, 2.113, 2.999], [0.047, 0.584, 1.192], [-1.448, -3.232, -4.248], [-2.145, -3.237, -3.415], [-1.731, -2.455, -4.952], [-0.444, -3.038, -3.880], [-0.035, -0.299, -1.163], [1.632, -0.314, -2.077], [2.426, 0.836, -2.131], [2.073, 1.743, -1.656], [3.664, 0.838, -2.757], [4.255, 1.746, -2.787], [4.151, -0.326, -3.337], [5.120, -0.331, -3.819], [3.382, -1.481, -3.297], [3.751, -2.392, -3.752], [2.137, -1.468, -2.682], [1.546, -2.376, -2.667], [-1.188, 0.766, -2.239], [-0.786, 1.291, -3.470], [0.177, 1.013, -3.879], [-1.601, 2.154, -4.192], [-1.262, 2.543, -5.145], [-2.849, 2.510, -3.703], [-3.486, 3.182, -4.265], [-3.272, 1.999, -2.482], [-4.246, 2.267, -2.092], [-2.448, 1.147, -1.764], [-2.791, 0.772, -0.807], [-0.529, -1.711, -1.407], [-1.471, -4.197, -4.746], [-3.562, -1.116, 3.101], [-3.047, -1.730, 4.243], [-1.672, -1.718, 4.481], [-0.827, -1.069, 3.565], [-1.354, -0.467, 2.466], [-2.691, -0.483, 2.211], [0.635, -1.037, 3.667], [1.385, -1.669, 4.675], [2.781, -1.634, 4.605], [3.410, -0.989, 3.538], [2.631, -0.372, 2.558], [1.274, -0.401, 2.654], [-4.628, -1.122, 2.911], [-3.713, -2.221, 4.941], [-1.290, -2.212, 5.362], [-3.085, 0.010, 1.336], [0.918, -2.194, 5.494], [3.375, -2.117, 5.370], [4.490, -0.964, 3.473], [3.107, 0.138, 1.731]],
  "e_lumo_ev": [-0.12, -0.12],
  "spin_multiplicity": 1
}